C5H16NO | wB97M-V/def2-TZVPD

Summary:
Electronic energy: -8975.9484 eV
Charge: +1
Energy relative to the best compared isomer or geometry (same formula, charge and spin): 0.5667 eV
HOMO energy: -15.13 eV
Orbital gap: 0.440 hartree

```
23
C5H16NO (wB97M-V/def2-TZVPD)
C -0.792 0.031 -0.537
H -0.471 0.345 4.087
H -1.102 1.703 4.114
C 0.394 -0.958 -0.520
H 2.170 -1.042 0.752
O -1.048 0.915 3.564
C -0.440 1.180 -1.486
H -1.457 0.077 1.535
H 1.200 -2.572 -1.637
H -0.376 -2.296 -2.087
C 1.714 -0.388 0.012
H 0.294 0.923 -2.244
H 2.431 -0.336 -0.810
N -0.966 0.640 0.839
H -1.537 1.477 0.693
H 0.007 2.057 -0.999
H -1.286 1.607 -1.994
H 0.925 -1.136 -2.639
H 0.094 -1.732 0.188
H -0.139 1.017 1.304
H 1.627 0.600 0.462
C 0.518 -1.734 -1.826
H -1.760 -0.378 -0.770
```



C5H16NO | wB97M-V/def2-TZVPD

Summary:
Electronic energy: -8959.8577 eV
2S+1: 2
Charge: +2
Energy relative to the best compared isomer or geometry (same formula, charge and spin): 1.9300 eV
HOMO energy (spin up / spin down): -19.01 / -18.97 eV
Orbital gap (spin up / spin down): 0.439 / 0.159 hartree

```
23
C5H16NO (wB97M-V/def2-TZVPD)
C -1.438 2.141 -1.334
O 0.916 -2.483 2.349
H -0.559 -2.096 -1.535
H -2.120 0.007 -0.811
H -0.876 -1.793 0.145
H -1.054 2.660 -0.413
H 0.766 -2.174 -0.335
H -0.803 2.655 -2.129
H -0.335 -0.035 1.465
H 1.879 -2.630 2.494
H -2.408 2.418 -1.317
H 2.191 1.012 0.223
H 1.858 -0.498 0.840
H 0.824 0.324 -1.428
H 0.035 1.662 0.685
C -0.045 0.021 -0.841
H -1.419 0.153 -2.492
C -1.362 0.549 -1.430
C 0.129 0.529 0.598
H 1.854 0.866 1.824
N 1.629 0.448 0.914
H 0.548 -2.229 3.220
C -0.211 -1.507 -0.691
```



C5H16NO5 | wB97M-V/def2-TZVPD

Summary:
Electronic energy: -17172.5828 eV
Charge: -1
Energy relative to the best compared isomer or geometry (same formula, charge and spin): 1.3563 eV
HOMO energy: -4.45 eV
Orbital gap: 0.292 hartree

```
27
C5H16NO5 (wB97M-V/def2-TZVPD)
H 1.258 0.670 3.136
H -0.196 0.747 -2.836
H -3.253 0.872 -0.714
H 1.214 -1.843 -0.667
H -0.466 0.256 2.901
C -2.541 0.077 -0.474
O 0.952 -1.303 3.002
H 0.058 2.189 -3.273
H -3.012 -0.597 0.236
O -0.509 1.445 -3.443
O 1.157 -2.931 1.254
C 0.562 -0.041 2.641
H -2.440 -0.438 -1.443
H 1.815 0.121 0.943
H -0.606 -1.115 0.853
C -1.189 0.680 -0.120
H 1.101 -2.193 2.150
H 1.262 -3.787 1.629
H -1.333 1.359 0.708
H 1.410 2.142 -0.659
O 0.742 -0.438 -1.983
N 0.861 0.261 1.222
C 0.674 -0.909 -0.851
C -0.107 -0.318 0.276
H 1.627 1.544 -2.025
H -0.877 1.235 -0.974
O 1.835 2.318 -1.489
```



C5H16NO5 | wB97M-V/def2-TZVPD

Summary:
Electronic energy: -17167.9566 eV
2S+1: 2
Energy relative to the best compared isomer or geometry (same formula, charge and spin): 2.5810 eV
HOMO energy (spin up / spin down): -9.33 / -9.32 eV
Orbital gap (spin up / spin down): 0.350 / 0.183 hartree

```
27
C5H16NO5 (wB97M-V/def2-TZVPD)
O -0.557 -1.242 -0.722
H 3.064 2.050 0.265
H -2.619 -0.700 -1.414
C 2.114 2.199 -0.138
N 1.108 1.949 0.855
C 0.111 0.243 2.354
H 0.399 -3.203 -0.629
O 0.612 -3.671 -1.564
C 1.419 0.699 1.548
O -1.668 1.801 -2.932
H -1.698 -0.743 1.967
H -3.039 -2.035 -1.024
H -0.858 1.747 -2.376
H 1.974 3.259 -0.612
H 1.710 -0.124 0.755
H 2.115 0.907 2.401
H -0.445 1.114 2.770
H 0.855 -2.941 -2.071
H 2.040 1.447 -1.047
C -0.351 -1.528 0.451
H 0.242 2.225 0.487
O 0.269 -2.534 0.815
H -1.681 0.969 -3.473
H 0.374 -0.428 3.133
O -3.221 -1.471 -1.706
C -0.907 -0.365 1.371
H -1.363 0.376 0.538
```



C5H16NS2 | wB97M-V/def2-TZVPD

Summary:
Electronic energy: -28598.4289 eV
Charge: +1
Energy relative to the best compared isomer or geometry (same formula, charge and spin): 1.0924 eV
HOMO energy: -11.66 eV
Orbital gap: 0.295 hartree

```
24
C5H16NS2 (wB97M-V/def2-TZVPD)
C 2.164 1.578 -1.356
H 2.221 0.959 -2.274
H -0.198 0.152 -0.225
C -2.145 -0.413 0.500
H -2.730 -2.460 0.349
H -1.298 -2.307 1.486
H -1.153 1.537 0.068
H 2.508 2.634 -1.534
N -2.855 -0.124 -0.802
H -3.608 -0.797 -0.975
H 3.028 -0.906 2.766
S 3.633 -1.454 1.693
H -2.218 -0.118 -1.583
H -0.541 0.632 1.486
S 2.348 -0.801 0.186
C -1.797 -1.909 0.528
H -3.346 0.778 -0.815
H -2.869 -0.148 1.240
C 2.988 0.901 -0.159
H 1.077 1.664 -1.104
H 4.030 0.749 -0.337
H 2.857 1.494 0.734
H -1.169 -2.190 -0.338
C -0.928 0.548 0.465
```



C5H16O2 | wB97M-V/def2-TZVPD

Summary:
Electronic energy: -9539.1230 eV
Energy relative to the best compared isomer or geometry (same formula, charge and spin): 0.7069 eV
SMILES string: CCCCC.O.O
HOMO energy: -10.66 eV
Orbital gap: 0.415 hartree

```
23
C5H16O2 (wB97M-V/def2-TZVPD)
H 3.329 1.221 0.627
H -2.103 2.107 0.066
H 3.146 5.085 -0.083
C -2.280 1.204 -0.526
C -1.537 -1.230 -0.360
H -2.180 -1.432 0.506
H 0.460 -1.757 -0.848
H 0.349 -3.791 0.932
H -0.657 -3.049 -1.065
O 3.226 0.337 0.997
H -0.828 -2.905 1.638
H -0.570 0.426 0.588
O 2.739 4.316 -0.509
H 2.564 4.583 -1.416
C 0.053 -2.741 1.010
H -2.262 1.634 -1.533
H -2.169 -1.388 -1.232
C -1.110 0.230 -0.346
C -0.385 -2.257 -0.366
H -0.314 0.376 -1.084
H 2.870 0.512 1.878
H 0.874 -2.186 1.438
H -3.216 0.707 -0.311
```



C5H16O3 | wB97M-V/def2-TZVPD

Summary:
Electronic energy: -11583.3239 eV
Energy relative to the best compared isomer or geometry (same formula, charge and spin): 3.5759 eV
HOMO energy: -7.85 eV
Orbital gap: 0.288 hartree

```
24
C5H16O3 (wB97M-V/def2-TZVPD)
H -0.357 1.853 -1.040
O 3.443 -0.465 -1.042
H -2.277 0.266 -0.840
O -2.568 -0.183 0.535
H -0.054 -2.785 -0.384
H 0.675 -0.213 2.464
C -0.007 0.467 1.935
H 2.640 -0.338 -1.554
H 1.257 -0.260 0.263
H 0.214 2.649 0.450
C 0.409 1.833 -0.248
H -2.408 -0.275 -2.329
C -0.182 -1.923 0.266
C 0.133 -0.617 -0.333
H -1.066 0.159 2.026
H -1.203 -1.871 0.654
H -3.285 0.366 0.859
H 1.348 1.937 -0.776
H 4.131 -0.581 -1.707
H 0.133 1.426 2.414
O -1.966 0.428 -1.841
C 0.296 0.530 0.475
H 0.462 -2.070 1.133
H 0.230 -0.333 -1.382
```



C5H16O5Tl | wB97M-V/def2-TZVPD

Summary:
Electronic energy: -20337.8674 eV
Charge: +3
Energy relative to the best compared isomer or geometry (same formula, charge and spin): 0.1670 eV
HOMO energy: -18.05 eV
Orbital gap: 0.063 hartree

```
27
C5H16O5Tl (wB97M-V/def2-TZVPD)
C -1.067 -0.384 -4.113
O -1.435 0.364 -1.826
C 2.000 -3.771 1.148
H -2.068 6.425 3.062
O -1.176 4.563 3.089
Tl 3.377 2.585 -0.088
H 1.967 -3.905 3.343
H -1.960 -0.237 -1.292
H -1.549 4.040 3.802
H -1.604 -0.512 -5.053
C -2.280 5.425 2.682
H -2.109 1.389 -3.580
H -3.247 5.149 3.104
H -3.036 0.003 -2.968
H 2.150 -4.838 0.983
O 2.728 -3.057 0.190
H 3.560 -3.555 2.651
H 0.953 -3.539 0.950
O 0.115 0.305 -4.229
H 3.023 -3.673 -0.485
O 2.256 -1.986 2.728
H -2.393 5.483 1.600
H 1.855 -1.934 3.599
C -2.034 0.399 -3.132
C 2.494 -3.341 2.574
H 0.497 -0.010 -5.051
H -1.018 -1.387 -3.688
```



C5H17B2BeCl11 | wB97M-V/def2-TZVPD

Summary:
Electronic energy: -144956.4673 eV
Energy relative to the best compared isomer or geometry (same formula, charge and spin): 0.0000 eV
HOMO energy: -10.83 eV
Orbital gap: 0.287 hartree

```
36
C5H17B2BeCl11 (wB97M-V/def2-TZVPD)
C 3.225 1.157 1.779
Cl 3.803 -0.075 2.910
Cl -2.509 4.420 1.261
Cl 1.955 -1.425 -2.245
Be -1.850 -1.855 -0.636
Cl 0.603 2.750 -4.370
C -0.130 2.136 -2.860
Cl 1.545 -3.903 -0.796
H 0.001 -1.181 0.254
C 0.010 -0.523 3.963
B -0.662 -0.214 0.342
H -1.685 -0.417 0.909
Cl 4.241 -2.834 -0.970
Cl -1.799 1.608 -3.027
H 0.174 0.415 4.487
H -2.229 2.115 1.555
H 0.412 1.236 -2.582
H 2.319 -1.877 0.008
H 2.140 1.172 1.806
H -1.154 -1.154 -2.984
Cl -4.536 2.319 1.382
Cl 3.737 0.827 0.121
H -2.736 -2.198 -2.770
C 2.522 -2.423 -0.907
H -0.049 2.897 -2.092
Cl -1.703 -1.028 4.107
H 3.619 2.112 2.112
C -2.878 2.725 0.935
H 0.187 -0.298 2.914
H -0.957 0.090 -0.749
H -0.972 -2.858 -2.169
B -1.576 -2.231 -2.991
H -2.680 2.512 -0.112
H -1.404 -2.820 -3.969
Cl 1.104 -1.797 4.486
H -0.087 0.618 0.896
```



C5H17ClO6P | wB97M-V/def2-TZVPD

Summary:
Electronic energy: -39560.3389 eV
Charge: -1
Energy relative to the best compared isomer or geometry (same formula, charge and spin): 0.0000 eV
HOMO energy: -4.78 eV
Orbital gap: 0.283 hartree

```
30
C5H17ClO6P (wB97M-V/def2-TZVPD)
H 0.248 0.488 -2.245
C -0.993 -1.814 1.958
H 0.962 2.287 0.406
O -0.217 1.667 1.920
C 2.005 1.275 -2.291
H -2.456 3.518 2.764
C 1.944 -3.279 -3.283
C 0.706 1.374 0.943
H 2.391 -2.292 -3.163
H -0.883 -1.525 0.913
H -2.010 -2.164 2.133
H 2.435 2.277 -2.275
H 2.213 0.926 -3.302
P -1.538 0.760 2.158
O -0.931 -0.635 2.696
H 2.397 0.595 -1.534
H 1.862 -3.816 -2.338
H 0.313 0.655 0.223
H -3.563 3.025 3.849
O 0.754 -3.150 -3.969
Cl -1.142 -1.265 -2.033
O -2.403 0.604 0.946
O 0.627 1.370 -2.218
H -1.901 3.199 4.407
C -2.523 2.819 3.597
O -2.282 1.403 3.458
H 2.455 -3.975 -3.948
H -0.195 -2.495 2.253
H 1.605 0.909 1.348
H 0.122 -2.743 -3.371
```



C5H17N2 | wB97M-V/def2-TZVPD

Summary:
Electronic energy: -8433.2992 eV
Charge: +1
Energy relative to the best compared isomer or geometry (same formula, charge and spin): 2.0755 eV
HOMO energy: -11.62 eV
Orbital gap: 0.297 hartree

```
24
C5H17N2 (wB97M-V/def2-TZVPD)
H 0.184 0.835 -1.463
N 1.963 0.697 -0.372
C -2.752 -0.454 0.029
H -1.137 -2.481 2.325
H -0.018 0.631 0.305
H -1.477 -2.049 -0.097
H -3.347 -0.019 0.846
H -2.796 -2.402 0.751
H 2.544 -0.601 -1.961
N -2.083 -1.670 0.615
H 1.808 2.860 -0.625
C 2.141 2.072 0.121
H 3.167 2.262 0.393
H 0.491 -0.768 -0.703
H -1.971 -0.885 2.666
H 1.511 2.215 1.027
H 3.708 0.801 -1.624
H -0.395 -0.967 1.687
C 0.585 0.319 -0.571
H -3.470 -0.825 -0.760
C -1.374 -1.475 1.922
H -2.076 0.265 -0.385
C 2.634 0.506 -1.671
H 2.159 1.135 -2.455
```



C5H17N2O | wB97M-V/def2-TZVPD

Summary:
Electronic energy: -10481.8533 eV
Charge: +1
Energy relative to the best compared isomer or geometry (same formula, charge and spin): 1.0812 eV
HOMO energy: -12.76 eV
Orbital gap: 0.370 hartree

```
25
C5H17N2O (wB97M-V/def2-TZVPD)
H -1.424 0.975 -0.349
N -0.697 -0.788 0.614
H 2.278 0.452 -2.570
C -1.966 -1.557 0.563
O 1.038 -1.949 -1.404
H 0.970 2.118 0.591
H -1.518 2.452 1.623
H -0.153 -1.049 1.442
N 0.879 0.851 -1.137
H -1.939 -2.377 1.283
H 3.004 1.406 -1.375
H 1.293 -2.883 -1.507
C 0.631 1.129 0.299
H 2.681 -0.188 -0.827
H -2.832 -0.995 0.936
H -2.184 -1.872 -0.463
H 1.316 0.464 0.857
C -1.413 1.380 1.742
H 1.261 -1.620 -2.277
C 2.264 0.576 -1.480
H -2.374 1.024 2.109
H -0.717 1.228 2.580
H -0.054 -1.111 -0.157
C -0.814 0.698 0.534
H 0.470 1.638 -1.627
```